Entry w
ORCA calculation (ωB97M-V/def2-TZVPD) on a cluster of 2 separate species, C6H15N2 in total.

Frontier orbital gap (alpha / beta), eV: 8.78 / 7.68

The geometry in ORCA input format:
```
! RIJCOSX wB97M-V def2-TZVPD def2/J DEFGRID3
* xyz 1 1
C -0.47954 -2.18762 -0.78692
C 1.87345 -0.01262 1.50554
C -0.56337 -0.25272 1.82339
C -2.29479 1.06936 -1.43984
C 0.55948 0.45117 1.05673
C 0.15987 0.13535 -0.41387
N 0.09246 -1.07031 -0.94109
N 0.99481 0.92871 -1.42884
H -0.39531 -2.95527 -1.63418
H -1.29826 -2.36611 -0.08611
H 1.75927 -1.11681 1.61105
H 2.34682 0.46857 2.39204
H 2.75551 0.02451 0.74610
H -0.66509 0.18738 2.76582
H -1.46983 0.02368 1.35991
H -0.48436 -1.34288 1.73293
H -2.33161 2.15012 -1.51699
H -2.31812 0.57853 -0.51489
H -2.46895 0.41533 -2.26031
H 0.53996 1.50644 1.07546
H 1.07284 0.40853 -2.37364
H 1.98734 1.09790 -1.17352
H 0.62742 1.85878 -1.49878
*
```


Entry x
ORCA calculation (ωB97M-V/def2-TZVPD) on the ion C6H15N2 with charge +1.

Frontier orbital gap, eV: 10.28
Structure (SMILES): CNC[C@H]1CCC[NH2+]1

The geometry in ORCA input format:
```
! RIJCOSX wB97M-V def2-TZVPD def2/J DEFGRID3
* xyz 1 1
C -0.51558 2.85602 -1.83712
N -0.45304 1.83871 -0.74447
C -0.26727 0.47679 -1.23517
C -0.45931 -0.53822 -0.12277
C 0.29331 -1.85948 -0.25291
C 0.75045 -2.23952 1.14637
C 0.53675 -1.05902 2.07237
N 0.20413 0.09672 1.15714
H 0.48209 3.29346 -1.89681
H -0.83633 2.43541 -2.78471
H -1.12720 3.65980 -1.44146
H -1.32774 1.88262 -0.23092
H 0.77982 0.39440 -1.55496
H -0.87615 0.24405 -2.11312
H -1.48448 -0.76147 0.16885
H 1.10260 -1.74047 -0.91873
H -0.33480 -2.57517 -0.78300
H 0.22879 -3.11234 1.52578
H 1.76449 -2.62457 1.17952
H 1.45864 -0.79933 2.56514
H -0.25257 -1.05251 2.80415
H -0.51378 0.72459 1.50363
H 0.91589 0.68637 0.74615
*
```


Computed relative energies in units of kcal/mol: entry w 113.9; entry x 0.0


Entry w
ORCA calculation (ωB97M-V/def2-TZVPD) on a cluster of 2 separate species, C6H15N2 in total.

Frontier orbital gap, eV: 5.37

The geometry in ORCA input format:
```
! RIJCOSX wB97M-V def2-TZVPD def2/J DEFGRID3
* xyz 1 1
C 1.34099 0.31296 -1.13121
N 1.78975 0.92431 0.10723
C 2.91102 0.25882 0.75295
C -0.14766 0.18590 -1.05383
N -0.43567 -0.47446 0.16809
C -1.80280 -0.30330 0.43751
C -2.09245 1.18762 0.05712
C -0.98176 1.51026 -0.98684
H 1.69736 0.86891 -1.99888
H 1.76055 -0.68689 -1.28612
H 1.01275 1.00452 0.76720
H 2.63623 -0.74611 1.08628
H 3.28176 0.85770 1.57879
H 3.73435 0.16834 0.03937
H -0.53899 -0.41735 -1.88523
H -1.66352 -5.15554 1.75834
H -1.41027 -5.07812 2.46173
H -2.06822 -0.61604 1.44467
H -2.28636 -0.91269 -0.35638
H -3.10764 1.28526 -0.29420
H -1.92591 1.79503 0.93546
H -0.33911 2.30294 -0.62875
H -1.36442 1.72793 -1.97328
*
```


Entry x
ORCA calculation (ωB97M-V/def2-TZVPD) on a cluster of 2 separate species, C6H15N2 in total.

Frontier orbital gap, eV: 5.14

The geometry in ORCA input format:
```
! RIJCOSX wB97M-V def2-TZVPD def2/J DEFGRID3
* xyz 1 1
C -0.32431 -0.40471 -1.44606
N 0.81032 -1.30725 -1.12267
C 0.53176 -2.71078 -1.48424
C -0.17029 0.74705 -0.44834
N -0.03778 0.17468 0.90265
C 0.49062 1.18802 1.69949
C 1.44607 2.06762 0.82532
C 1.01125 1.71164 -0.62802
H -0.16487 -0.06057 -2.47178
H -1.25750 -0.91282 -1.17561
H 0.88348 -1.29511 -0.08390
H -0.15984 -3.20876 -0.76918
H 1.46635 -3.24520 -1.52005
H 0.06222 -2.68965 -2.46949
H -1.04337 1.40895 -0.40197
H -5.33067 -1.83423 2.72592
H -5.31716 -1.54312 3.40377
H 0.83146 0.83209 2.67451
H -0.34747 1.89354 1.90302
H 1.41356 3.15910 1.00324
H 2.51419 1.96405 1.12904
H 1.92297 1.40028 -1.15032
H 0.76903 2.66518 -1.09533
*
```


Computed relative energies in units of kcal/mol: entry w 0.0; entry x 11.5


Entry w
ORCA calculation (ωB97M-V/def2-TZVPD) on the ion C2H4O3P with charge -1.

Frontier orbital gap, eV: 7.74
Structure (SMILES): [O-]/P=C/COO

The geometry in ORCA input format:
```
! RIJCOSX wB97M-V def2-TZVPD def2/J DEFGRID3
* xyz -1 1
O -3.20994 0.31425 0.50586
P -2.13336 -0.03223 -0.47491
C -0.63669 -0.18773 0.34146
C 0.61381 -0.66309 -0.30745
O 1.81891 -0.01718 0.13932
O 1.84610 1.36713 -0.19116
H -0.61449 -0.11433 1.42874
H 0.86797 -1.70275 -0.04087
H 0.52292 -0.59830 -1.39986
H 0.92477 1.63423 -0.00113
*
```


Entry x
ORCA calculation (ωB97M-V/def2-TZVPD) on a structure of composition C2H4O3P.

Frontier orbital gap, eV: 7.92

The geometry in ORCA input format:
```
! RIJCOSX wB97M-V def2-TZVPD def2/J DEFGRID3
* xyz -1 1
C -0.22239 -0.60907 -1.14338
C 0.53206 0.53600 -0.63272
O -0.47494 -1.68758 -0.31637
O -0.44554 -0.73106 -2.34771
O -1.03767 -0.09814 1.87112
P -0.70167 1.18000 1.24504
H 0.94444 1.26699 -1.31368
H 1.26486 0.03276 0.08260
H -0.65663 -1.47812 0.65349
H 0.79749 1.58821 1.90162
*
```


Computed relative energies in units of kcal/mol: entry w 59.7; entry x 0.0


Entry w
ORCA calculation (ωB97M-V/def2-TZVPD) on the ion C2H4O3P with charge -1.

Frontier orbital gap, eV: 8.78
Structure (SMILES): CC(=O)[P@@H](=O)[O-]

The geometry in ORCA input format:
```
! RIJCOSX wB97M-V def2-TZVPD def2/J DEFGRID3
* xyz -1 1
C 0.00313 1.27323 0.13626
C -0.67315 0.01397 -0.41588
O -1.71981 0.13223 -1.01975
P 0.37164 -1.38277 0.09907
O 1.83523 -1.06870 -0.28529
O 0.03953 -1.43982 1.57180
H -0.72404 1.75079 0.70917
H 0.02080 1.88947 -0.74133
H 1.00194 1.25719 0.49708
H -0.15527 -2.42560 -0.55111
*
```


Entry x
ORCA calculation (ωB97M-V/def2-TZVPD) on the ion C2H4O3P with charge -1.

Frontier orbital gap, eV: 7.24
Structure (SMILES): O=C(O)CP[O-]

The geometry in ORCA input format:
```
! RIJCOSX wB97M-V def2-TZVPD def2/J DEFGRID3
* xyz -1 1
O 2.00246 1.11779 -1.66611
C 1.30699 1.07383 -0.71690
O 1.64174 1.72587 0.38812
C 0.15731 0.17719 -0.67024
P 0.54685 -1.26639 0.81591
O 0.71629 -0.44248 2.02269
H 1.15424 1.49193 1.14631
H -0.06011 -0.29902 -1.57695
H -0.74994 0.65534 -0.32003
H -0.94985 -1.84426 0.96587
*
```


Computed relative energies in units of kcal/mol: entry w 0.0; entry x 26.0